[1]
{"formula": "C16H12N5O8", "method": "wB97M-V/def2-TZVPD", "species": ["C", "C", "O", "C", "C", "C", "C", "C", "C", "C", "C", "O", "H", "H", "H", "H", "H", "H", "H", "H", "H", "H", "H", "O", "N", "C", "C", "N", "O", "C", "N", "O", "O", "C", "C", "N", "O", "O", "N", "C", "H"], "coordinates": [[3.768, 0.021, 1.810], [2.301, 0.369, 1.849], [1.708, 0.049, 3.107], [0.328, 0.369, 3.141], [-0.560, -0.586, 2.524], [-1.894, -0.260, 2.222], [-2.269, 1.096, 2.141], [-3.585, 1.468, 2.096], [-4.573, 0.495, 2.124], [-4.237, -0.853, 2.100], [-2.917, -1.233, 2.117], [-0.095, 1.429, 3.607], [4.241, 0.322, 0.870], [4.302, 0.510, 2.625], [3.900, -1.052, 1.953], [2.138, 1.441, 1.693], [1.747, -0.155, 1.059], [-0.193, -1.576, 2.328], [-1.487, 1.838, 2.176], [-3.835, 2.517, 2.062], [-5.604, 0.787, 2.228], [-5.020, -1.599, 2.094], [-2.655, -2.277, 2.110], [3.635, -0.352, -5.099], [2.667, -0.941, -4.537], [1.782, -0.302, -3.700], [0.938, -1.343, -3.346], [1.330, -2.471, -3.965], [2.406, -2.252, -4.688], [-0.113, -1.150, -2.376], [-0.949, -2.227, -1.918], [-0.639, -3.389, -2.207], [-1.952, -1.961, -1.238], [-0.275, 0.085, -1.813], [0.587, 1.132, -2.178], [0.696, 2.472, -1.874], [-0.081, 3.043, -1.071], [1.695, 3.099, -2.518], [2.248, 2.163, -3.263], [1.613, 0.988, -3.101], [-1.095, 0.289, -1.146]], "mulliken_charge": [-1.3550, 0.1149, -0.4122, 0.3705, -1.1241, 0.9778, -0.3987, -0.7170, -0.3364, -0.5746, -0.3553, -0.6857, 0.3567, 0.3134, 0.3190, 0.2805, 0.1352, 0.3948, 0.4283, 0.3744, 0.3360, 0.3657, 0.3766, -0.7143, 0.8059, 0.1862, 0.7339, -0.5370, -0.1311, -0.6703, 0.9395, -0.5824, -0.5841, -0.5512, 0.3628, 0.9059, -0.7161, -0.1524, -0.5983, 0.4132, 0.7051], "total_charge": -1, "e_lumo_ev": 0.0, "molar_mass_g_mol": 402.30, "fmax_ev_per_a": 6.4}

=====

[2]
{"formula": "C31H51ClP2Pb", "method": "wB97M-V/def2-TZVPD", "species": ["Pb", "C", "C", "C", "C", "C", "C", "H", "H", "H", "C", "H", "H", "H", "C", "H", "H", "H", "C", "H", "H", "H", "C", "H", "H", "H", "C", "C", "C", "C", "C", "C", "C", "C", "H", "H", "H", "H", "H", "H", "H", "H", "H", "H", "H", "H", "P", "C", "H", "H", "H", "C", "H", "H", "H", "C", "H", "H", "H", "P", "C", "H", "H", "H", "C", "H", "H", "H", "C", "H", "H", "H", "Cl", "C", "C", "C", "C", "C", "C", "C", "H", "H", "H", "H", "H", "H"], "coordinates": [[0.434, -0.419, -0.243], [0.739, 1.536, 1.725], [1.388, 2.022, 0.545], [-0.890, 2.191, 0.197], [-0.660, 1.715, 1.530], [0.372, 2.428, -0.398], [1.429, 1.176, 2.989], [2.398, 0.680, 2.860], [0.848, 0.547, 3.667], [1.631, 2.109, 3.524], [-1.684, 1.683, 2.594], [-1.306, 1.254, 3.525], [-2.567, 1.110, 2.320], [-2.052, 2.700, 2.775], [-2.191, 2.614, -0.378], [-2.281, 3.698, -0.259], [-3.055, 2.183, 0.128], [-2.297, 2.415, -1.451], [0.555, 3.278, -1.599], [0.605, 4.303, -1.209], [-0.304, 3.235, -2.276], [1.458, 3.087, -2.193], [2.802, 2.461, 0.581], [2.770, 3.337, 1.252], [3.200, 2.731, -0.406], [3.483, 1.717, 1.024], [3.014, -1.974, -1.127], [3.641, -1.142, -0.265], [5.078, -0.729, -0.485], [5.321, 0.290, -1.659], [4.113, 0.700, -2.490], [3.540, -0.157, -3.344], [4.049, -1.586, -3.494], [3.736, -2.575, -2.316], [5.720, -1.614, -0.666], [6.048, -0.191, -2.337], [5.450, -0.267, 0.445], [4.691, -3.043, -2.003], [1.941, -2.181, -1.081], [3.130, -0.645, 0.560], [3.104, -3.384, -2.721], [3.616, -2.003, -4.421], [2.704, 0.124, -3.992], [5.149, -1.565, -3.614], [5.794, 1.198, -1.241], [3.762, 1.725, -2.347], [-0.182, -2.146, 1.811], [-1.251, -1.639, 3.149], [-1.367, -2.605, 3.640], [-2.234, -1.305, 2.811], [-0.782, -0.862, 3.762], [-0.886, -3.598, 1.011], [-1.018, -4.199, 1.914], [-0.147, -4.013, 0.310], [-1.837, -3.339, 0.519], [1.362, -2.594, 2.641], [2.027, -3.071, 1.905], [0.911, -3.272, 3.373], [1.806, -1.692, 3.098], [-0.930, -0.613, -2.604], [-0.738, 0.843, -3.649], [-0.798, 0.309, -4.599], [0.200, 1.401, -3.494], [-1.638, 1.446, -3.457], [-0.517, -2.284, -3.166], [0.460, -2.237, -3.667], [-1.390, -2.437, -3.808], [-0.528, -3.000, -2.324], [-2.738, -0.699, -2.602], [-2.863, -0.741, -3.689], [-3.152, 0.237, -2.188], [-3.005, -1.625, -2.059], [-4.112, -0.318, 3.370], [-4.946, -0.653, 1.894], [-6.311, -0.715, 1.962], [-7.087, -0.911, 0.822], [-6.481, -1.011, -0.431], [-5.115, -0.951, -0.555], [-4.270, -0.770, 0.611], [-2.935, -0.391, 0.467], [-6.742, -0.614, 2.944], [-8.155, -0.978, 0.941], [-7.057, -1.154, -1.339], [-4.642, -0.980, -1.537], [-2.616, 0.211, -0.329], [-2.236, -0.434, 1.265]], "mulliken_charge": [0.3160, 0.6296, 0.8093, 0.4429, 1.3622, 0.7458, -2.2326, 0.3237, 0.4213, 0.4479, -1.2769, 0.4496, -0.0550, 0.4249, -1.8985, 0.4664, 0.5030, 0.2555, -1.9796, 0.3831, 0.5291, 0.3230, -1.6506, 0.3821, 0.4821, 0.1821, 0.0268, 0.3753, -1.3748, -1.0707, -0.2645, -0.3951, -0.9131, -1.2832, 0.4838, 0.3560, 0.3788, 0.3752, 0.3328, 0.4053, 0.3548, 0.3802, 0.5334, 0.3914, 0.3572, 0.5800, 0.9660, -0.5015, 0.7347, -0.5870, 0.3055, -1.1350, 0.5107, 0.3650, 0.1726, -1.2413, 0.4040, 0.5505, 0.2430, 1.2789, -1.4193, 0.6101, 0.0674, 0.5106, -1.3045, 0.3199, 0.6544, 0.2447, -1.9666, 0.7896, 0.5597, 0.3493, -0.1229, 0.3057, -0.5130, -0.6520, -0.9832, -0.5781, 0.9435, 1.5740, 0.4686, 0.4219, 0.4084, 0.5591, -0.8256, -1.3040], "total_charge": 2, "e_lumo_ev": [-7.6, -6.2], "molar_mass_g_mol": 728.35, "fmax_ev_per_a": 3.0}

=====

Relative energy (zero: lowest compared OMol25 entry of this formula, charge and spin), respectively: 17.40, 0.00 kcal per mole.
Electronic energy, respectively: -1492.1883, -2546.8246 a.u..